*one*
Formula: H6N2
Source: the Open Molecules 2025 dataset
Level of theory: wB97M-V/def2-TZVPD

Computed properties:
- SMILES string: N.N
- Charge: 0
- LUMO energy: 1.1 eV
- Highest occupied orbital energy: -0.3737 hartree

Geometry as XYZ:
```
8
H6N2, DFT wB97M-V/def2-TZVPD
N -2.22 -2.60 -1.08
H -1.87 -1.75 -1.54
H -2.86 -3.05 -1.74
H -1.42 -3.22 -0.98
N 1.97 2.91 1.31
H 2.14 2.66 2.29
H 2.88 2.86 0.83
H 1.38 2.18 0.91
```

*two*
Formula: H6N2
Source: the Open Molecules 2025 dataset
Level of theory: wB97M-V/def2-TZVPD

Computed properties:
- SMILES string: N.N
- Charge: 0
- LUMO energy: 1.3 eV
- Highest occupied orbital energy: -0.3654 hartree

Geometry as XYZ:
```
8
H6N2, DFT wB97M-V/def2-TZVPD
N 4.18 -2.53 -1.89
H 4.24 -3.36 -2.47
H 4.72 -2.68 -1.03
H 3.20 -2.45 -1.66
N -4.06 2.95 1.88
H -4.14 2.21 2.55
H -3.26 2.95 1.32
H -4.88 2.91 1.30
```

Most stable one: *one*, least stable one: *two*.

*one*
Formula: CH3O3S2
Source: the Open Molecules 2025 dataset
Level of theory: wB97M-V/def2-TZVPD

Computed properties:
- Charge: -1
- LUMO energy (spin up / spin down): 3.2 / 1.0 eV
- Highest occupied orbital energy (spin up / spin down): -0.1925 / -0.1241 hartree

Geometry as XYZ:
```
9
CH3O3S2, DFT wB97M-V/def2-TZVPD
C 0.89 0.19 -0.80
O -2.51 -0.56 1.04
O -3.15 -0.07 -1.28
O -3.60 1.57 0.47
S 1.89 1.20 0.26
S -2.77 0.44 0.01
H 0.86 -0.75 -0.37
H 1.14 0.14 -1.78
H -0.18 0.53 -0.83
```

*two*
Formula: CH3O3S2
Source: the Open Molecules 2025 dataset
Level of theory: wB97M-V/def2-TZVPD

Computed properties:
- SMILES string: C=S(O)#S(=O)[O-]
- Charge: -1
- LUMO energy: 3.6 eV
- Highest occupied orbital energy: -0.1009 hartree

Geometry as XYZ:
```
9
CH3O3S2, DFT wB97M-V/def2-TZVPD
C -0.15 0.17 -0.90
O 1.77 -1.71 2.62
O 3.37 -0.70 1.02
O -0.26 -0.59 1.61
S 0.26 -1.12 0.12
S 2.47 -1.86 1.33
H -0.08 -0.18 -1.83
H 0.59 1.06 -0.80
H 0.63 -0.60 2.03
```

Most stable one: *one*, least stable one: *two*.

*one*
Formula: C7H13N2
Source: the Open Molecules 2025 dataset
Level of theory: wB97M-V/def2-TZVPD

Computed properties:
- Charge: +1
- LUMO energy: -3.9 eV
- Highest occupied orbital energy: -0.4491 hartree

Geometry as XYZ:
```
22
C7H13N2, DFT wB97M-V/def2-TZVPD
C -3.31 -0.16 0.04
C -3.18 1.18 0.07
C -1.86 -0.77 -0.06
C -1.08 0.33 -0.15
C -1.79 1.65 0.01
C -1.41 -2.21 -0.08
C 1.21 0.31 -0.52
N 1.89 0.73 0.45
N 4.41 0.10 0.08
H -4.17 -0.81 0.10
H -3.94 1.95 0.06
H -1.57 2.19 -0.85
H -1.39 1.98 0.90
H -2.24 -3.02 -0.08
H -0.88 -2.44 0.90
H -0.68 -2.46 -0.88
H 1.47 -0.37 -1.36
H 1.29 0.93 1.23
H 2.96 0.61 0.34
H 4.80 1.00 -0.39
H 5.18 -0.10 0.83
H 4.30 -0.64 -0.63
```

*two*
Formula: C7H13N2
Source: the Open Molecules 2025 dataset
Level of theory: wB97M-V/def2-TZVPD

Computed properties:
- SMILES string: CC1=C2CNC[C@H]2[NH2+]C1
- Charge: +1
- LUMO energy: -3.2 eV
- Highest occupied orbital energy: -0.4734 hartree

Geometry as XYZ:
```
22
C7H13N2, DFT wB97M-V/def2-TZVPD
C 0.10 0.48 -0.41
C -1.20 0.43 -0.16
C 1.22 1.46 0.02
C -1.70 -1.02 -0.19
C 2.03 -0.78 0.24
C 0.73 -0.86 -0.53
C -2.22 1.48 0.24
N 2.41 0.64 0.40
N -0.39 -1.72 0.03
H 1.57 2.13 -0.81
H 1.04 2.21 0.89
H -2.48 -1.26 0.64
H -2.02 -1.31 -1.18
H 1.89 -1.18 1.23
H 2.95 -1.44 -0.04
H 0.85 -1.02 -1.70
H -3.13 1.42 -0.46
H -1.67 2.48 0.07
H -2.59 1.43 1.23
H 3.24 0.76 -0.28
H -0.22 -1.60 1.02
H -0.40 -2.74 -0.25
```

*three*
Formula: C7H13N2
Source: the Open Molecules 2025 dataset
Level of theory: wB97M-V/def2-TZVPD

Computed properties:
- Charge: +1
- LUMO energy (spin up / spin down): -3.4 / -3.5 eV
- Highest occupied orbital energy (spin up / spin down): -0.4135 / -0.4009 hartree

Geometry as XYZ:
```
22
C7H13N2, DFT wB97M-V/def2-TZVPD
C -1.74 -0.58 0.87
C -1.13 0.81 1.08
C -0.88 1.51 -0.10
C -1.07 0.47 -1.25
C 0.29 0.71 -0.75
C 1.51 -1.38 -0.07
C 2.42 0.94 0.13
N 1.33 0.07 -0.28
N -1.71 -0.80 -0.65
H -1.10 -1.31 1.30
H -2.84 -0.69 1.08
H -1.38 1.32 1.92
H -1.03 2.51 -0.33
H -1.23 0.88 -2.15
H 2.27 -1.63 -0.69
H 1.59 -1.46 0.94
H 0.69 -1.87 -0.50
H 2.60 0.50 1.21
H 3.37 0.79 -0.41
H 1.96 1.83 0.27
H -1.22 -1.69 -0.72
H -2.69 -0.94 -0.90
```

Most stable one: *two*, least stable one: *three*.

*one*
Formula: C3H8N2OP
Source: the Open Molecules 2025 dataset
Level of theory: wB97M-V/def2-TZVPD

Computed properties:
- SMILES string: [NH2+]=C1N[C@H](P)CO1
- Charge: +1
- LUMO energy: -3.4 eV
- Highest occupied orbital energy: -0.4966 hartree

Geometry as XYZ:
```
15
C3H8N2OP, DFT wB97M-V/def2-TZVPD
C 0.51 1.06 -0.35
C -1.58 0.25 -0.52
C -0.75 -0.63 0.50
N 0.42 0.12 0.60
N 1.55 1.86 -0.39
O -0.60 1.28 -0.93
P -0.29 -2.52 -0.16
H -1.96 -0.47 -1.27
H -2.33 0.74 0.04
H -1.38 -0.72 1.40
H 1.15 -0.35 1.13
H 2.34 1.72 0.25
H 1.65 2.62 -0.93
H 0.17 -2.94 1.23
H 1.10 -2.00 -0.62
```

*two*
Formula: C3H8N2OP
Source: the Open Molecules 2025 dataset
Level of theory: wB97M-V/def2-TZVPD

Computed properties:
- Charge: +1
- LUMO energy: -2.9 eV
- Highest occupied orbital energy: -0.4935 hartree

Geometry as XYZ:
```
15
C3H8N2OP, DFT wB97M-V/def2-TZVPD
C -0.55 0.75 -0.72
C -1.43 -0.22 -2.47
C -0.50 -1.13 -1.94
N 0.07 -0.46 -0.88
N -0.10 1.65 0.13
O -1.46 0.84 -1.65
P 1.18 -0.12 2.67
H 2.42 -0.37 2.73
H -2.13 -0.35 -3.19
H -0.09 -2.06 -2.27
H 0.74 -0.86 -0.26
H 0.34 1.19 0.98
H -0.40 2.66 0.21
H 0.84 -1.60 2.71
H 1.09 0.08 3.95
```

Most stable one: *one*, least stable one: *two*.

*one*
Formula: C5H10N3O
Source: the Open Molecules 2025 dataset
Level of theory: wB97M-V/def2-TZVPD

Computed properties:
- SMILES string: C[N+](C)(C)c1ncno1
- Charge: +1
- LUMO energy: -3.3 eV
- Highest occupied orbital energy: -0.5631 hartree

Geometry as XYZ:
```
19
C5H10N3O, DFT wB97M-V/def2-TZVPD
C -2.52 0.53 -1.43
C -0.85 0.04 -0.31
C 0.93 1.28 0.64
C 1.37 -0.61 -0.82
C 0.47 -0.98 1.41
N -1.18 0.76 -1.33
N -2.95 -0.29 -0.52
N 0.47 -0.08 0.24
O -1.88 -0.61 0.23
H -3.14 0.97 -2.18
H 1.95 1.22 1.02
H 0.91 1.94 -0.23
H 0.28 1.68 1.41
H 2.38 -0.68 -0.44
H 1.03 -1.60 -1.12
H 1.34 0.05 -1.68
H 1.47 -1.06 1.81
H -0.20 -0.59 2.18
H 0.12 -1.97 1.12
```

*two*
Formula: C5H10N3O
Source: the Open Molecules 2025 dataset
Level of theory: wB97M-V/def2-TZVPD

Computed properties:
- SMILES string: CC(C)[n+]1cc(N)on1
- Charge: +1
- LUMO energy: -4.2 eV
- Highest occupied orbital energy: -0.5133 hartree

Geometry as XYZ:
```
19
C5H10N3O, DFT wB97M-V/def2-TZVPD
C 0.63 -0.31 -1.62
C 1.76 0.35 -2.06
C -1.13 1.31 1.34
C -0.36 -1.10 1.43
C -0.76 0.07 0.53
N 1.19 1.28 -0.14
N 0.34 0.38 -0.36
N 2.53 0.22 -3.13
O 2.07 1.30 -1.13
H 0.04 -1.11 -2.01
H -0.28 1.66 1.91
H -1.93 1.06 2.02
H -1.47 2.11 0.68
H 0.40 -0.78 2.14
H 0.03 -1.94 0.86
H -1.23 -1.43 1.98
H -1.59 -0.23 -0.11
H 2.29 -0.43 -3.85
H 3.31 0.85 -3.25
```

*three*
Formula: C5H10N3O
Source: the Open Molecules 2025 dataset
Level of theory: wB97M-V/def2-TZVPD

Computed properties:
- Charge: +1
- LUMO energy: -5.6 eV
- Highest occupied orbital energy: -0.5268 hartree

Geometry as XYZ:
```
19
C5H10N3O, DFT wB97M-V/def2-TZVPD
C 2.22 2.79 0.79
C -0.27 -2.11 -0.58
C -1.69 -0.57 0.88
C -1.04 0.10 -1.46
C -0.93 -0.82 -0.35
N 1.90 3.77 0.29
N 2.75 1.66 1.19
N 2.09 0.56 0.77
O 0.95 0.82 0.48
H -1.19 -2.68 -0.41
H 0.20 -2.32 -1.52
H 0.29 -2.44 0.29
H -2.76 -0.35 0.62
H -1.33 0.39 1.26
H -1.65 -1.44 1.40
H -0.15 0.15 -2.09
H -1.90 -0.11 -2.21
H -1.13 1.12 -1.06
H 3.64 1.48 1.71
```

Most stable one: *two*, least stable one: *three*.

*one*
Formula: C3H3FHgO2
Source: the Open Molecules 2025 dataset
Level of theory: wB97M-V/def2-TZVPD

Computed properties:
- Charge: +1
- LUMO energy (spin up / spin down): -5.5 / -8.3 eV
- Spin multiplicity: 2
- Expectation value of S²: 0.78
- Highest occupied orbital energy (spin up / spin down): -0.5315 / -0.5295 hartree

Geometry as XYZ:
```
10
C3H3FHgO2, DFT wB97M-V/def2-TZVPD
H -1.79 -1.46 -0.33
H -0.11 -1.34 0.20
O -1.51 0.59 -0.19
O 0.24 0.59 1.04
C -1.00 -0.74 -0.55
C 1.15 -0.09 0.37
C -0.74 1.40 0.43
H -0.79 -0.68 -1.62
F 1.69 0.17 -0.81
Hg 2.87 1.57 1.46
```

*two*
Formula: C3H3FHgO2
Source: the Open Molecules 2025 dataset
Level of theory: wB97M-V/def2-TZVPD

Computed properties:
- Charge: +1
- LUMO energy (spin up / spin down): -5.3 / -8.2 eV
- Spin multiplicity: 2
- Expectation value of S²: 0.75
- Highest occupied orbital energy (spin up / spin down): -0.5224 / -0.5243 hartree

Geometry as XYZ:
```
10
C3H3FHgO2, DFT wB97M-V/def2-TZVPD
F 1.90 0.25 -2.97
H 2.42 0.31 -2.09
O 0.28 -1.08 0.22
C -0.94 -1.03 0.89
C 0.71 0.12 -0.16
O -1.25 0.19 1.02
C -0.26 1.06 0.40
Hg -2.26 -3.20 1.92
H -0.75 1.67 -0.38
H 0.17 1.72 1.16
```

Most stable one: *two*, least stable one: *one*.

*one*
Formula: C3H8ClN2O
Source: the Open Molecules 2025 dataset
Level of theory: wB97M-V/def2-TZVPD

Computed properties:
- Charge: +1
- LUMO energy: -3.2 eV
- Highest occupied orbital energy: -0.5510 hartree

Geometry as XYZ:
```
15
C3H8ClN2O, DFT wB97M-V/def2-TZVPD
C 1.47 0.50 -0.09
C -1.82 -0.38 0.73
C -1.05 -0.82 -0.47
N 2.19 1.57 0.22
N 0.29 0.52 -0.62
O -0.43 -1.96 -0.33
Cl 2.23 -1.01 0.23
H -1.26 -0.57 1.64
H -2.10 0.67 0.67
H -2.74 -0.97 0.76
H -1.49 -0.60 -1.44
H 1.83 2.50 0.08
H 3.13 1.47 0.56
H -0.14 1.43 -0.78
H -0.10 -2.35 -1.15
```

*two*
Formula: C3H8ClN2O
Source: the Open Molecules 2025 dataset
Level of theory: wB97M-V/def2-TZVPD

Computed properties:
- SMILES string: C[NH2+]C[C@@H](Cl)N=O
- Charge: +1
- LUMO energy: -4.7 eV
- Highest occupied orbital energy: -0.5001 hartree

Geometry as XYZ:
```
15
C3H8ClN2O, DFT wB97M-V/def2-TZVPD
C 1.64 -1.42 0.21
C -0.40 0.07 0.39
C -1.20 1.19 -0.31
N -2.52 1.14 0.34
N 0.88 -0.27 -0.35
O -3.08 2.18 0.55
Cl -1.42 0.70 -2.04
H 0.98 -2.27 0.42
H 2.48 -1.99 -0.27
H 2.08 -1.17 1.23
H -0.80 -0.99 0.29
H -0.03 0.26 1.34
H -0.63 2.24 -0.17
H 1.38 0.61 -0.34
H 0.64 -0.29 -1.32
```

Most stable one: *one*, least stable one: *two*.

*one*
Formula: CH4N2O2
Source: the Open Molecules 2025 dataset
Level of theory: wB97M-V/def2-TZVPD

Computed properties:
- SMILES string: O=NNCO
- Charge: 0
- LUMO energy: 0.7 eV
- Highest occupied orbital energy: -0.3577 hartree

Geometry as XYZ:
```
9
CH4N2O2, DFT wB97M-V/def2-TZVPD
C -1.01 -0.20 -0.26
N 1.25 0.49 0.51
N 0.57 -0.15 -0.43
O 2.45 0.29 0.54
O -1.25 0.70 0.76
H -1.42 0.05 -1.23
H -1.35 -1.24 0.01
H 1.13 -0.71 -1.12
H -0.39 0.77 1.23
```

*two*
Formula: CH4N2O2
Source: the Open Molecules 2025 dataset
Level of theory: wB97M-V/def2-TZVPD

Computed properties:
- SMILES string: NC(=O)NO
- Charge: 0
- LUMO energy: 0.7 eV
- Highest occupied orbital energy: -0.3354 hartree

Geometry as XYZ:
```
9
CH4N2O2, DFT wB97M-V/def2-TZVPD
C 0.15 0.63 0.00
N -1.17 0.32 0.00
N 0.99 -0.44 0.00
O 0.59 1.76 0.00
O 2.37 -0.17 0.00
H -1.52 -0.62 0.00
H -1.83 1.08 0.00
H 0.78 -1.42 0.00
H 2.38 0.82 0.00
```

*three*
Formula: CH4N2O2
Source: the Open Molecules 2025 dataset
Level of theory: wB97M-V/def2-TZVPD

Computed properties:
- Charge: 0
- LUMO energy (spin up / spin down): 0.5 / -0.3 eV
- Highest occupied orbital energy (spin up / spin down): -0.3289 / -0.3124 hartree

Geometry as XYZ:
```
9
CH4N2O2, DFT wB97M-V/def2-TZVPD
C -0.02 -0.01 0.56
N 3.43 -0.49 -0.94
N -0.07 -0.23 -1.71
O 2.68 0.02 -0.21
O 0.54 0.39 -0.68
H 0.66 0.33 1.33
H -0.15 -1.09 0.59
H -0.99 0.47 0.68
H 0.36 0.16 -2.56
```

*four*
Formula: CH4N2O2
Source: the Open Molecules 2025 dataset
Level of theory: wB97M-V/def2-TZVPD

Computed properties:
- SMILES string: N=C=O.NO
- Charge: 0
- LUMO energy: 0.7 eV
- Highest occupied orbital energy: -0.3861 hartree

Geometry as XYZ:
```
9
CH4N2O2, DFT wB97M-V/def2-TZVPD
C -2.24 -0.07 0.36
N -1.63 -0.42 -0.60
N 1.55 0.62 -0.42
O -2.96 0.37 1.12
O 1.60 -0.46 0.50
H 1.11 0.11 -1.16
H -0.74 -0.92 -0.67
H 0.83 1.22 0.05
H 2.47 -0.45 0.81
```

Most stable one: *two*, least stable one: *three*.